1.
{
  "formula": "C3H6FO3S",
  "method": "ωB97M-V with the def2-TZVPD basis set",
  "symbols": ["C", "C", "C", "F", "S", "O", "O", "O", "H", "H", "H", "H", "H", "H"],
  "coordinates": [[-1.017492, 1.475719, 0.887433], [0.234881, 0.623903, 0.723096], [0.079538, -0.122254, -0.862487], [0.699301, 0.731175, -1.762674], [0.795695, -1.769511, -0.711744], [-0.283863, -2.309756, 0.154053], [2.048425, -1.593754, -0.003152], [0.953549, -2.376687, -1.995918], [-1.347505, 2.189115, 0.069530], [-0.911998, 1.949449, 1.896120], [-1.901316, 0.735099, 0.741486], [1.304159, 1.018932, 0.660155], [0.343047, -0.259401, 1.267852], [-0.996423, -0.292030, -1.063750]],
  "forces_ev_per_a": [[-1.069, -0.854, -0.006], [1.003, -0.371, -5.630], [0.436, 1.268, 2.892], [-0.369, -0.267, -0.247], [-0.916, 0.126, 2.154], [0.742, -0.055, -0.851], [0.482, 0.178, 0.217], [-0.302, -0.427, -1.360], [1.414, -0.297, 0.915], [-1.014, -0.101, -0.830], [1.267, 1.038, 1.252], [-1.697, 0.299, 0.147], [-0.559, -0.998, 1.679], [0.582, 0.461, -0.332]],
  "lowdin_charge": [-0.150, -0.190, -0.348, -0.063, 0.376, -0.401, -0.370, -0.352, 0.077, 0.063, 0.093, 0.117, 0.038, 0.110],
  "homo_energy_ev": -5.0,
  "total_charge": -1,
  "homo_lumo_gap_ev": 8.83,
  "spin_multiplicity": 1,
  "smiles": "CC[C@@H](F)S(=O)(=O)[O-]"
}

2.
{
  "formula": "C3H6IN2O",
  "method": "ωB97M-V with the def2-TZVPD basis set",
  "symbols": ["N", "C", "I", "C", "N", "C", "O", "H", "H", "H", "H", "H", "H"],
  "coordinates": [[-0.841530, 0.475279, -1.421061], [-0.547293, -0.198095, 0.036025], [-2.397914, -1.187693, 0.724374], [0.912344, -0.774881, 0.170301], [1.213438, 0.026854, 1.178882], [0.155244, 0.828127, 1.327578], [-0.318331, 1.773608, 1.802843], [-1.756849, 0.914435, -1.238723], [-0.746131, -0.303459, -2.193086], [0.038013, 0.986427, -1.702941], [0.896559, -1.831447, 0.334468], [1.397307, -0.629979, -0.776710], [1.995142, -0.079174, 1.758049]],
  "forces_ev_per_a": [[2.718, -3.153, 0.494], [0.168, 0.993, 0.458], [1.473, 0.516, -0.668], [-3.510, -3.346, -4.471], [1.338, 2.860, 3.713], [-2.222, -1.189, -3.454], [0.321, 0.985, 1.446], [0.552, 0.333, -1.173], [-1.535, 1.514, 1.845], [-1.666, 0.741, 0.769], [0.226, -0.773, 0.446], [0.860, 0.306, -0.545], [1.277, 0.212, 1.140]],
  "lowdin_charge": [0.143, -0.596, 0.896, -0.233, 0.095, -0.406, 0.186, 0.129, 0.205, 0.173, 0.124, 0.118, 0.165],
  "homo_energy_ev": -13.6,
  "total_charge": 1,
  "homo_lumo_gap_ev": 9.45,
  "spin_multiplicity": 1,
  "smiles": "[NH3+][C@@]1(I)CNC1=O"
}

3.
{
  "formula": "C3H6IN3",
  "method": "ωB97M-V with the def2-TZVPD basis set",
  "symbols": ["C", "C", "C", "N", "N", "N", "I", "H", "H", "H", "H", "H", "H"],
  "coordinates": [[0.123215, -0.885497, 0.679970], [0.868864, -0.781235, -0.418469], [-1.368904, -1.204324, 0.429084], [-0.009151, 2.678567, 0.933376], [0.473854, 2.362508, -0.031051], [0.876302, 1.760878, -0.987471], [2.930032, -0.713602, -0.281794], [0.222839, -0.587588, 1.730176], [0.421604, -1.176328, -1.391594], [-1.655825, -1.170692, -0.701405], [-2.104308, -0.418425, 0.957341], [-1.512474, -2.095593, 0.943889], [0.733956, 2.231336, -1.862054]],
  "forces_ev_per_a": [[-2.595, 1.003, -1.059], [-0.360, -1.983, 0.205], [-0.830, 3.622, -0.913], [0.587, 0.400, 0.182], [-1.991, 0.384, 1.624], [1.350, -0.665, -1.735], [0.393, 0.133, -0.156], [1.168, -0.289, -0.521], [0.915, 0.976, 1.316], [0.546, -0.557, 2.134], [1.744, -1.520, -1.077], [-0.897, -1.974, 0.366], [-0.030, 0.470, -0.366]],
  "lowdin_charge": [-0.326, -0.764, -0.130, 0.202, -0.299, 0.057, 0.774, 0.099, 0.070, 0.098, 0.108, 0.024, 0.089],
  "homo_energy_ev": -8.6,
  "homo_lumo_gap_ev": 9.32,
  "spin_multiplicity": 1
}

4.
{
  "formula": "C3H6INO2",
  "method": "ωB97M-V with the def2-TZVPD basis set",
  "symbols": ["O", "N", "C", "I", "H", "H", "C", "C", "O", "H", "H", "H", "H"],
  "coordinates": [[-0.507891, 2.356405, 0.905887], [-0.059324, 1.625416, 1.879754], [-0.447509, 0.424253, 1.809947], [0.053351, -0.937578, 3.288854], [-1.303521, 1.917726, 0.367115], [-0.965620, 0.083683, 0.935623], [0.473241, -1.434545, -0.683167], [0.021961, -0.616614, -1.641180], [0.746875, 0.437983, -2.215738], [-0.210265, -2.234115, -0.308315], [1.441631, -1.253550, -0.253125], [-0.824666, -0.785971, -2.238405], [1.581735, 0.416908, -1.847251]],
  "forces_ev_per_a": [[-2.762, 1.870, -3.680], [0.275, -2.157, 1.669], [0.690, -0.068, 0.950], [-0.014, 0.051, -0.156], [2.322, 0.846, 1.517], [-0.526, -0.471, -0.205], [-1.485, 0.112, -0.417], [2.235, 0.270, -0.316], [-3.413, -1.073, -0.407], [0.968, 0.696, -0.369], [0.167, -0.169, 0.395], [-1.378, -0.109, -0.217], [2.921, 0.201, 1.237]],
  "lowdin_charge": [-0.085, -0.154, -0.760, 0.802, 0.162, 0.016, -0.021, -0.243, 0.006, 0.079, 0.059, 0.094, 0.045],
  "homo_energy_ev": -9.3,
  "homo_lumo_gap_ev": 9.58,
  "spin_multiplicity": 1,
  "smiles": "O/N=C/I.C=CO"
}

5.
{
  "formula": "C3H6INS",
  "method": "ωB97M-V with the def2-TZVPD basis set",
  "symbols": ["S", "C", "C", "N", "I", "C", "H", "H", "H", "H", "H", "H"],
  "coordinates": [[-2.296209, 0.433965, 0.497291], [-0.853652, -0.286441, -0.380050], [0.217528, 0.719335, -0.781258], [1.217112, -0.288199, -0.459988], [3.157530, 0.068641, 0.155577], [0.322210, -0.963787, 0.459920], [-1.443210, 1.171269, 1.420206], [-1.127784, -0.862951, -1.336014], [0.102041, 1.219561, -1.757509], [0.009426, 1.398845, 0.147925], [0.310853, -0.592473, 1.511812], [0.384158, -2.017767, 0.522090]],
  "forces_ev_per_a": [[1.710, 0.449, 0.875], [-0.025, -1.319, -0.887], [-1.137, 1.650, 2.508], [0.832, -0.370, -0.708], [-0.604, 0.208, -0.131], [-1.529, 1.159, 0.189], [-1.485, -1.139, -1.368], [-0.095, 0.441, 1.852], [0.730, -0.226, 0.491], [1.335, 0.121, -1.933], [0.059, 0.208, -0.600], [0.209, -1.183, -0.286]],
  "lowdin_charge": [0.678, -0.656, -0.320, -0.612, 0.740, -0.295, -0.067, 0.128, 0.122, 0.091, 0.103, 0.088],
  "homo_energy_ev": -8.8,
  "homo_lumo_gap_ev": 8.62,
  "spin_multiplicity": 1,
  "smiles": "SC1CN(I)C1"
}

6.
{
  "formula": "C3H6IO2P",
  "method": "ωB97M-V with the def2-TZVPD basis set",
  "symbols": ["C", "C", "C", "O", "O", "P", "I", "H", "H", "H", "H", "H", "H"],
  "coordinates": [[-0.138146, 2.223884, -0.784936], [1.816156, -1.341053, -0.457594], [-1.633600, -0.251811, 1.113697], [0.730299, 2.938983, -1.149314], [0.557153, -0.999988, -0.077441], [0.169892, 0.213103, 0.931309], [-2.317571, 2.405787, -1.396219], [2.254607, -0.546729, -0.974289], [1.635842, -2.273368, -1.027367], [2.615254, -1.486953, 0.335509], [-1.752112, -0.733815, 2.139826], [-1.768268, -0.864575, 0.136642], [-2.169504, 0.716535, 1.210177]],
  "forces_ev_per_a": [[2.163, -0.378, 0.818], [2.208, -1.911, 0.399], [1.301, 0.172, -0.320], [-2.025, -1.380, 0.592], [-2.608, 0.871, 1.613], [-0.545, 0.890, -0.839], [-0.079, 0.190, -0.196], [0.587, 1.047, -1.771], [0.931, 0.619, 0.030], [-1.400, -0.325, -0.133], [0.148, -0.019, -1.614], [-0.642, 0.927, 2.038], [-0.039, -0.703, -0.620]],
  "lowdin_charge": [-0.737, -0.199, -0.334, -0.082, -0.493, 0.977, 0.489, 0.057, 0.108, 0.105, 0.051, 0.070, -0.013],
  "homo_energy_ev": [-7.9, -7.9],
  "homo_lumo_gap_ev": [6.76, 6.76],
  "spin_multiplicity": 1
}

7.
{
  "formula": "C3H6IO3",
  "method": "ωB97M-V with the def2-TZVPD basis set",
  "symbols": ["I", "C", "O", "C", "O", "O", "C", "H", "H", "H", "H", "H", "H"],
  "coordinates": [[-2.423515, -3.986012, 2.907597], [1.175882, 1.635710, -1.327175], [0.588445, 0.566313, -0.616029], [-0.449907, 0.900184, 0.172627], [-0.906714, 2.014675, 0.243647], [-0.976028, -0.136204, 0.785566], [-0.371763, -1.447511, 0.625547], [0.425830, 2.238482, -1.837742], [1.846659, 1.188509, -2.059623], [1.757003, 2.283617, -0.669306], [-0.931467, -2.139495, 1.247962], [0.665810, -1.401585, 0.954963], [-0.400235, -1.716682, -0.428035]],
  "forces_ev_per_a": [[0.034, -0.034, -0.016], [0.277, 0.346, -0.337], [0.225, -0.227, 0.107], [-0.669, 0.136, -0.343], [0.283, -0.074, 0.142], [0.095, -0.195, 0.248], [0.231, 0.325, -0.054], [-0.045, -0.040, 0.068], [-0.055, -0.062, 0.061], [-0.095, -0.020, 0.083], [-0.193, 0.060, -0.006], [-0.018, -0.056, 0.013], [-0.068, -0.159, 0.035]],
  "lowdin_charge": [-0.781, -0.061, -0.037, -0.624, 0.109, 0.019, -0.035, 0.093, 0.090, 0.095, -0.050, 0.092, 0.091],
  "homo_energy_ev": -3.5,
  "total_charge": -1,
  "homo_lumo_gap_ev": 6.29,
  "spin_multiplicity": 1
}

8.
{
  "formula": "C3H6N",
  "method": "ωB97M-V with the def2-TZVPD basis set",
  "symbols": ["C", "C", "N", "C", "H", "H", "H", "H", "H", "H"],
  "coordinates": [[1.664662, -0.476497, 0.479589], [0.436533, 0.001057, 0.696861], [-0.397103, 0.467860, -0.414654], [-1.593676, -0.006369, -0.657833], [2.256733, -0.066370, -0.226364], [1.983049, -1.395082, 1.140757], [-0.058594, -0.119828, 1.750601], [-0.160474, 1.138708, -1.192833], [-1.914670, -0.098596, -1.719668], [-2.371433, 0.157008, 0.038380]],
  "forces_ev_per_a": [[-2.034, -2.188, 3.483], [-0.888, -0.271, 2.331], [-0.612, 0.132, -0.812], [0.454, 2.346, -1.650], [1.911, 0.409, -2.838], [-0.115, 2.593, -0.943], [0.301, -0.127, -2.574], [1.337, -1.623, 0.596], [0.304, 0.592, 0.732], [-0.658, -1.863, 1.673]],
  "lowdin_charge": [0.093, -0.133, 0.035, 0.190, 0.037, 0.145, 0.170, 0.210, 0.137, 0.116],
  "homo_energy_ev": -14.9,
  "total_charge": 1,
  "homo_lumo_gap_ev": 8.37,
  "spin_multiplicity": 1,
  "smiles": "C=C[NH+]=C"
}

9.
{
  "formula": "C3H6N2",
  "method": "ωB97M-V with the def2-TZVPD basis set",
  "symbols": ["H", "N", "C", "N", "C", "C", "H", "H", "H", "H", "H"],
  "coordinates": [[1.814013, 1.285163, 0.175717], [2.066896, 0.284991, 0.174374], [1.252110, -0.441553, -0.400394], [-0.104027, -0.226164, -0.771220], [-0.998392, 0.798475, -0.135022], [-0.958804, -0.594578, 0.341348], [1.435275, -1.514073, -0.407256], [-1.775928, 1.100510, -0.835630], [-0.504481, 1.495036, 0.459690], [-0.463967, -0.843528, 1.207862], [-1.762700, -1.344274, 0.190536]],
  "forces_ev_per_a": [[-0.141, -0.492, 0.160], [1.754, 2.049, 0.041], [-2.123, -1.113, 0.624], [-0.400, 0.142, -0.375], [0.618, -1.637, -1.427], [-2.052, -1.201, -1.682], [0.259, -0.112, -0.426], [0.186, 0.141, 0.459], [0.439, 1.391, 0.914], [1.176, 0.015, 2.115], [0.283, 0.817, -0.401]],
  "lowdin_charge": [0.056, 0.108, -0.329, -0.079, -0.080, -0.164, 0.115, 0.109, 0.073, 0.076, 0.115],
  "homo_energy_ev": -9.5,
  "homo_lumo_gap_ev": 10.60,
  "spin_multiplicity": 1,
  "smiles": "[H]/N=C\\N1CC1"
}

10.
{
  "formula": "C3H6N2",
  "method": "ωB97M-V with the def2-TZVPD basis set",
  "symbols": ["C", "C", "N", "C", "N", "H", "H", "H", "H", "H", "H"],
  "coordinates": [[1.758013, -0.728493, 0.079889], [0.368784, -0.223866, -0.160407], [-0.635209, -0.324852, 0.612328], [-3.059678, 2.382895, -0.953237], [-2.509588, 1.507362, -0.399239], [2.467945, 0.103544, 0.010752], [1.854516, -1.198063, 1.063540], [2.037460, -1.453798, -0.692367], [0.199358, 0.302993, -1.105106], [-1.977419, 0.760808, 0.072434], [-0.411528, -0.823181, 1.475690]],
  "forces_ev_per_a": [[0.012, -0.031, 0.062], [-0.202, -0.006, 0.148], [0.352, -0.004, -0.146], [0.566, -0.928, 0.580], [-0.614, 0.921, -0.585], [-0.100, -0.116, 0.000], [-0.035, 0.060, -0.145], [-0.054, 0.107, 0.084], [0.035, -0.040, 0.087], [0.048, -0.011, -0.001], [-0.007, 0.048, -0.084]],
  "lowdin_charge": [-0.076, -0.271, 0.056, -0.124, 0.011, 0.081, 0.076, 0.081, 0.109, -0.015, 0.071],
  "homo_energy_ev": -10.7,
  "homo_lumo_gap_ev": 11.47,
  "spin_multiplicity": 1
}

For the records above, the corresponding electronic energy values read -841.7150; -600.0166; -579.7387; -620.7056; -868.4513; -907.3536; -641.4208; -172.2614; -227.3411; -227.3673 a.u..
For the records above, the corresponding relative energy (zero: lowest compared OMol25 entry of this formula, charge and spin) values read 124.3; 234.1; 89.3; 385.3; 75.7; 216.0; 11.4; 255.2; 220.0; 151.0 kJ/mol.